ORCA calculation (ωB97M-V with the def2-TZVPD basis set) on a 12-piece molecular cluster, H24O12 overall in a non-equilibrium geometry.

Calculated values
LUMO level, eV: -0.70
HOMO level, eV: -9.37
Energy, eV: -24956.825
SMILES: O.O.O.O.O.O.O.O.O.O.O.O
HOMO-LUMO gap, eV: 8.67
ΔE to the lowest compared entry with this formula, charge and spin, eV: 4.869

ORCA input file:
```
! wB97M-V def2-TZVPD RIJCOSX def2/J DEFGRID3
* xyz 0 1
O 45.66100 49.92500 4.30900
H 45.09900 49.17800 4.65200
H 46.66500 49.56100 4.36500
O 47.17000 50.66900 8.38500
H 47.21800 50.12000 9.17900
H 48.01400 50.73100 7.96900
O 48.39400 46.43000 4.76500
H 47.44700 46.16900 4.58900
H 48.95100 45.86700 4.36400
O 48.14700 47.11700 7.43500
H 47.75600 46.45600 7.98200
H 48.51200 46.82900 6.54700
O 45.80100 51.94500 6.48000
H 46.14700 51.18000 7.12200
H 45.22000 51.30200 6.14100
O 46.41300 45.47800 8.84600
H 46.27500 44.75800 8.05600
H 45.62300 45.45300 9.33000
O 43.54500 46.63500 8.65600
H 42.74500 47.11500 8.38400
H 43.83400 46.13400 7.94600
O 44.25700 45.26600 6.25800
H 44.99100 45.40700 5.66500
H 44.45200 44.35400 6.31200
O 43.83700 48.03800 4.35900
H 43.51500 47.22600 4.48800
H 43.28300 48.24400 3.77900
O 45.76400 46.01800 4.10600
H 45.61500 45.42800 3.29700
H 45.32700 46.93900 3.98300
O 43.18900 49.64600 6.96800
H 43.51800 49.89800 7.84800
H 43.92800 49.10400 6.51400
O 45.53100 48.42800 6.67500
H 46.34800 48.64500 7.01500
H 45.73500 47.31500 6.66500
*
```

=====

ORCA calculation (ωB97M-V with the def2-TZVPD basis set) on a 4-piece molecular cluster, C30H56F5IN3O11P overall in a non-equilibrium geometry.

Calculated values
LUMO level, eV: -1.89
HOMO level, eV: -8.93
Energy, eV: -89970.741
SMILES: CC(=O)N(C)[C@](I)(C#N)[C@](C#N)(CCCC(F)(F)C(F)(F)F)[PH2]=O.COCCOCCOC.COCCOCCOC.COCCOCCOC
HOMO-LUMO gap, eV: 7.04

ORCA input file:
```
! wB97M-V def2-TZVPD RIJCOSX def2/J DEFGRID3
* xyz 0 1
C -1.42519 -2.92406 4.00366
C -0.09369 -1.92172 3.84653
O -0.20553 -1.06661 2.79082
N 1.03202 -1.93816 4.84358
C 1.14523 -0.50615 5.32887
C 2.31553 -2.52813 4.36586
I 3.92304 -1.84310 5.76296
C 2.83863 -2.00311 2.88302
N 3.27932 -1.57913 1.71665
C 2.43911 -4.15398 4.35208
C 1.38678 -4.91891 3.31568
N 0.60822 -5.45558 2.39834
C 2.30421 -4.90832 5.79358
C 0.90701 -4.67766 6.60463
C 1.19900 -4.03103 8.11955
C -0.19463 -3.77063 8.97470
F -0.84958 -2.53652 8.47794
F 0.14263 -3.58568 10.43502
C -1.26343 -5.01251 8.91637
F -2.17888 -4.91450 7.72830
F -0.64653 -6.36553 9.06921
F -2.15104 -4.84871 10.12817
P 4.20106 -4.66183 3.68663
O 4.87422 -5.80829 4.57897
H -2.36771 -2.51210 3.44254
H -1.22756 -4.01214 3.62668
H -1.66285 -3.01306 5.16585
H 0.06259 -0.02733 5.16700
H 1.87434 0.16931 4.70011
H 1.32374 -0.41444 6.50604
H 2.36710 -6.07832 5.56093
H 3.18937 -4.70704 6.55096
H 0.07602 -4.08410 6.03840
H 0.43999 -5.75187 6.83406
H 1.76319 -4.90623 8.70321
H 1.91523 -3.10498 8.08983
H 4.02738 -5.27183 2.36110
H 5.07930 -3.54074 3.49025
C 2.67442 -1.17085 -1.25326
O 3.92939 -0.74434 -1.75627
C 5.01264 -1.53407 -1.26518
C 6.17903 -1.52468 -2.25351
O 5.98054 -2.39252 -3.37843
C 5.00762 -1.96177 -4.34041
C 5.47334 -0.77051 -5.18020
O 5.34864 0.44259 -4.43444
C 6.26499 1.43696 -4.86013
H 2.63798 -1.05644 -0.16728
H 1.89576 -0.55159 -1.70679
H 2.48489 -2.21329 -1.53255
H 4.68709 -2.57056 -1.10052
H 5.33013 -1.10244 -0.31094
H 7.06017 -1.91976 -1.73590
H 6.43315 -0.51411 -2.57610
H 4.04184 -1.77834 -3.86659
H 4.86905 -2.81479 -5.01392
H 4.83915 -0.67410 -6.06841
H 6.51127 -0.92765 -5.49378
H 7.29274 1.07388 -4.76384
H 6.15011 2.30839 -4.20854
H 6.05915 1.73134 -5.89341
C -1.20699 -0.34076 -0.40592
O -1.82785 -0.75184 -1.61233
C -2.78107 -1.79511 -1.40917
C -3.85634 -1.76294 -2.49549
O -4.84357 -0.74240 -2.29091
C -4.40915 0.60611 -2.51529
C -4.19279 0.93395 -3.99411
O -2.94433 0.40242 -4.44372
C -2.94092 0.13002 -5.83493
H -0.63644 -1.16371 0.03113
H -0.52883 0.48585 -0.63462
H -1.95700 0.02224 0.30563
H -3.25866 -1.69117 -0.42504
H -2.24226 -2.74690 -1.44714
H -4.40610 -2.70963 -2.45110
H -3.42519 -1.69862 -3.49543
H -3.53277 0.84198 -1.90932
H -5.22447 1.23813 -2.14615
H -4.15260 2.02041 -4.12972
H -5.02187 0.52756 -4.58388
H -3.73249 -0.58280 -6.08528
H -1.97980 -0.32580 -6.09114
H -3.06418 1.05417 -6.40718
C -4.42894 9.83037 -2.46199
O -4.52466 8.42951 -2.65767
C -5.31917 8.08886 -3.79390
C -4.89188 6.73688 -4.36566
O -3.69335 6.80284 -5.15127
C -2.47550 7.01293 -4.42310
C -2.03251 5.78888 -3.61893
O -2.79482 5.68285 -2.41437
C -2.88762 4.34748 -1.94763
H -5.41369 10.25669 -2.25632
H -3.77224 10.01223 -1.60691
H -3.98291 10.30953 -3.34067
H -5.22239 8.85745 -4.57320
H -6.36201 8.04104 -3.46547
H -5.67300 6.40373 -5.05796
H -4.81350 5.97223 -3.59166
H -2.53754 7.91036 -3.80531
H -1.71288 7.20925 -5.18490
H -0.98088 5.89666 -3.33107
H -2.14804 4.88770 -4.23120
H -3.34853 3.70958 -2.70790
H -3.53031 4.33927 -1.06217
H -1.89867 3.96589 -1.67731
*
```

=====

ORCA calculation (ωB97M-V with the def2-TZVPD basis set) on one molecule with the formula C22H18O in a non-equilibrium geometry.

Calculated values
LUMO level, eV: -0.18
HOMO level, eV: -7.78
Energy, eV: -25142.017
SMILES: O=C1/C(=C/c2cccc3ccccc23)CCCc2ccccc21
HOMO-LUMO gap, eV: 7.60
ΔE to the lowest compared entry with this formula, charge and spin, eV: 11.979

ORCA input file:
```
! wB97M-V def2-TZVPD RIJCOSX def2/J DEFGRID3
* xyz 0 1
O 1.56635 1.91597 1.38214
C 1.88587 0.92692 0.60380
C 3.26857 0.71361 0.11154
C 3.97286 1.64882 -0.29290
C 5.22982 1.27347 -0.86610
C 5.64515 0.07073 -0.68494
C 4.82140 -1.02205 -0.13826
C 3.59304 -0.65975 0.01474
C 2.70645 -1.79210 0.51904
H 2.29192 -1.57438 1.52940
C 1.64868 -1.98400 -0.41957
C 0.84938 -0.84802 -1.04374
C 0.66420 -0.14350 0.03685
C -0.55549 0.33460 0.71071
C -1.82140 -0.48070 0.23963
C -1.94083 -1.87126 0.54334
C -3.02987 -2.68881 0.22812
C -4.24613 -1.89287 -0.03804
C -4.09539 -0.32302 -0.25067
C -5.39642 0.34563 -0.38098
C -5.38850 1.65762 -0.66784
C -4.26241 2.45174 -0.19801
C -3.00127 1.79375 0.00648
C -3.05378 0.32294 0.23053
H -2.07770 2.39288 -0.13674
H -4.05067 3.45676 -0.43733
H -6.22946 2.02825 -0.81772
H -6.24553 -0.08512 -0.71014
H -5.21557 -2.39868 -0.19259
H -3.03947 -3.64435 0.30264
H -0.97735 -2.28775 0.63943
H -0.68824 1.02176 1.27592
H 1.60499 -0.39802 -1.66628
H 0.00536 -1.38327 -1.44996
H 2.15772 -2.73705 -1.28365
H 1.05030 -2.69512 0.03726
H 3.40716 -2.68331 0.65437
H 5.30848 -1.87949 -0.03915
H 6.68824 0.01342 -1.06464
H 5.70531 2.40412 -0.94237
H 3.59359 2.60518 -0.07157
*
```

=====

ORCA calculation (ωB97M-V with the def2-TZVPD basis set) on C9H18OS2 as an isolated structure in a non-equilibrium geometry.

Calculated values
LUMO level, eV: 0.60
HOMO level, eV: -8.26
Energy, eV: -33339.282
HOMO-LUMO gap, eV: 8.85
ΔE to the lowest compared entry with this formula, charge and spin, eV: 2.062

ORCA input file:
```
! wB97M-V def2-TZVPD RIJCOSX def2/J DEFGRID3
* xyz 0 1
C 1.15074 -0.14144 -2.07527
C 2.11468 0.13443 -0.98721
C -0.23079 0.32398 -1.68615
C 1.43871 0.10337 0.32120
C -0.52656 0.06765 -0.26165
C 1.71230 1.22266 1.34280
C 1.55212 -1.24447 1.02334
C -2.92407 1.61065 -0.69165
C -1.81344 -1.16220 1.84948
O -0.89051 -2.73716 -0.13298
S -1.39895 1.49849 0.39651
S -1.54051 -1.39302 0.09799
H 1.33921 0.31179 -2.99828
H 1.11503 -1.34551 -2.16792
H 2.93649 -0.72005 -1.16612
H 2.59777 1.07096 -1.09334
H -0.31803 1.33317 -2.02264
H -0.97281 -0.22737 -2.32219
H 2.56187 1.79368 1.01957
H 1.88021 0.82995 2.33151
H 0.84000 1.83248 1.26590
H 2.58925 -1.49991 1.12411
H 1.16328 -2.08278 0.51240
H 1.14093 -1.22027 2.06052
H -3.17534 2.75568 -0.66942
H -3.78810 1.09052 -0.20394
H -2.76048 1.22788 -1.69040
H -1.62961 -0.28398 2.34179
H -1.27430 -1.85660 2.55045
H -2.88905 -1.29258 1.93158
*
```

=====

ORCA calculation (ωB97M-V with the def2-TZVPD basis set) on C34H35ClN7O6S2Tb as an isolated structure in a non-equilibrium geometry.

Calculated values
LUMO level (spin up / spin down), eV: -0.31 / -0.31
HOMO level (spin up / spin down), eV: -8.75 / -8.61
Energy, eV: -115171.019
HOMO-LUMO gap (spin up / spin down), eV: 8.45 / 8.31
ΔE to the lowest compared entry with this formula, charge and spin, eV: 0.909
Expectation value of S²: 12.666

ORCA input file:
```
! wB97M-V def2-TZVPD RIJCOSX def2/J DEFGRID3
* xyz 0 7
Tb 1.45383 -1.18699 -0.24024
O 0.28035 -3.41387 3.93620
C -0.40506 -2.54008 4.64945
O -0.95566 -2.83199 5.68111
C -0.49562 -1.16016 4.09540
C -1.44165 -0.21668 4.47921
Cl -2.68471 -0.44119 5.60502
N -1.23348 0.90676 3.74003
N -0.19613 0.73734 2.91954
C 0.26961 -0.48293 3.11127
C 1.36391 -0.95170 2.21736
O 2.12920 -0.11576 1.71012
O 1.40548 -2.17974 1.91587
C -1.99247 2.08256 3.62395
C -1.91748 2.77108 2.41650
C -2.72880 3.86805 2.20645
C -3.60992 4.28524 3.19250
C -3.62622 3.63749 4.41598
C -2.80931 2.54395 4.64611
H 0.72111 -3.02668 3.12595
H -1.23183 2.40719 1.66701
H -2.68512 4.39186 1.26400
H -4.27903 5.11110 3.00446
H -4.28673 3.96697 5.20224
H -2.80951 2.04961 5.60160
C -5.19624 -2.28134 0.97493
C -3.75514 -1.92579 0.89453
C -3.31614 -0.65367 0.54030
C -1.96229 -0.41630 0.38431
N -1.02599 -1.34932 0.56601
C -1.44414 -2.55852 0.96948
C -2.77461 -2.88359 1.14125
H -5.82684 -1.40736 0.83137
H -5.42161 -2.74518 1.93339
H -5.39813 -3.01925 0.19748
H -4.02848 0.13833 0.36187
H -1.59624 0.56244 0.08974
H -0.67737 -3.30919 1.14489
H -3.05643 -3.88149 1.44166
N 9.16131 -1.38732 -1.73679
C 8.02111 -1.34520 -1.61055
C 6.62609 -1.26256 -1.42357
C 6.11033 -0.33955 -0.51430
C 4.74617 -0.27364 -0.29891
C 3.80202 -1.08603 -0.97862
C 4.38496 -1.98232 -1.90954
C 5.74719 -2.08145 -2.13116
H 6.79365 0.29519 0.03409
H 4.40392 0.43198 0.45640
H 3.73917 -2.64918 -2.47798
H 6.14237 -2.80380 -2.83330
N 0.81829 -3.18602 -1.21288
C -0.20318 -3.66521 -1.54675
N -1.20095 -4.26508 -1.99169
C -2.46226 -4.15446 -1.77885
N -3.60542 -4.07669 -1.63206
O 0.86759 1.20488 -0.34095
S 2.00000 2.05094 0.14506
C 1.30397 3.75030 0.43098
C 1.76070 4.67785 -0.68818
C 3.08111 4.11326 -1.20369
C 2.82149 2.63475 -1.40632
H 1.69796 4.06113 1.39558
H 0.22498 3.66199 0.49942
H 1.86503 5.70704 -0.34118
H 1.03204 4.66875 -1.49971
H 3.86467 4.25635 -0.45888
H 3.39279 4.59851 -2.12926
H 3.72288 2.04915 -1.56207
H 2.10828 2.46097 -2.21100
C -0.07984 -1.54835 -5.15480
C 0.32898 -0.12136 -4.86362
S -0.12629 0.46313 -3.16952
O 0.34867 -0.61745 -2.26267
C -1.98260 0.28976 -3.22860
C -2.46005 -1.10211 -2.87671
H 0.51448 -1.94585 -5.97500
H -1.12609 -1.60357 -5.43829
H 0.08724 -2.17387 -4.27961
H -0.09387 0.59288 -5.56794
H 1.41370 -0.03248 -4.87104
H -2.30854 0.62420 -4.20957
H -2.31369 1.01188 -2.48264
H -2.52522 -1.74856 -3.74466
H -3.43787 -1.07775 -2.40290
H -1.76241 -1.55620 -2.17410
*
```